No. 1
The following is a quantum chemistry calculation of a single C4H4O molecule, from OMol25.

Cartesian coordinates (Å):
1 O -0.11269 0.28735 -1.85097
2 C -0.21469 0.73385 0.70512
3 C -1.14875 -0.30150 1.12441
4 C -0.08010 -1.01604 0.49243
5 C 0.38164 0.12991 -0.52279
6 H 1.48439 0.30449 -0.58196
7 H 0.25886 1.39705 1.41896
8 H -1.01030 0.34117 -1.60466
9 H 0.44164 -1.87629 0.81946

- maximum force (eV/Å) = 4.7
- DFT total energy (Eh) = -229.857464
- relative energy (zero: lowest compared OMol25 entry of this formula, charge and spin) (kJ/mol) = 447.6
- HOMO energy (eV) = -8.808
- HOMO-LUMO gap (eV) = 9.30



No. 2
The following is a quantum chemistry calculation of a single C4H4O molecule, from OMol25.

Cartesian coordinates (Å):
1 O 1.35643 0.37870 0.87414
2 C -0.68500 0.62913 0.61399
3 C 1.16016 -0.12570 -0.27756
4 C -0.21393 0.04555 -0.70758
5 C -0.99971 -0.67067 0.37202
6 H -0.95423 -1.63153 0.83979
7 H 1.97233 -0.41895 -0.95471
8 H -0.55211 0.23448 -1.71838
9 H -1.08395 1.55899 0.95829

- structure (SMILES) = O=CC1C=C1
- maximum force (eV/Å) = 5.0
- DFT total energy (Eh) = -229.886116
- relative energy (zero: lowest compared OMol25 entry of this formula, charge and spin) (kJ/mol) = 372.4
- HOMO energy (eV) = -8.893
- HOMO-LUMO gap (eV) = 9.58



No. 3
The following is a quantum chemistry calculation of a single C4H4O molecule, from OMol25.

Cartesian coordinates (Å):
1 O 0.40270 -0.72128 1.07607
2 C 0.39146 0.68040 -0.62403
3 C 0.99527 0.37791 0.54012
4 C -0.64577 -1.04019 0.28985
5 C -0.76709 -0.19396 -0.80152
6 H -1.17679 0.84110 -0.54230
7 H 0.61292 1.46684 -1.33430
8 H -1.16925 -1.93666 0.61101
9 H 1.79346 0.83010 1.10086

- structure (SMILES) = c1ccoc1
- maximum force (eV/Å) = 2.7
- DFT total energy (Eh) = -229.917298
- relative energy (zero: lowest compared OMol25 entry of this formula, charge and spin) (kJ/mol) = 290.5
- HOMO energy (eV) = -8.818
- HOMO-LUMO gap (eV) = 9.63



No. 4
The following is a quantum chemistry calculation of a single C4H4O molecule, from OMol25.

Cartesian coordinates (Å):
1 O -1.54232 1.29877 0.08643
2 C -0.25240 -0.04575 -1.28037
3 C 0.46931 -0.60128 -0.47347
4 C -1.15762 1.08775 -1.04361
5 C 0.93820 -0.86151 0.87793
6 H 0.36013 -0.07815 1.40270
7 H -1.43978 1.75184 -1.87002
8 H 0.61269 -1.82702 1.27247
9 H 2.01180 -0.72465 1.02795

- structure (SMILES) = CC#CC=O
- maximum force (eV/Å) = 0.8
- DFT total energy (Eh) = -229.938508
- relative energy (zero: lowest compared OMol25 entry of this formula, charge and spin) (kJ/mol) = 234.8
- HOMO energy (eV) = -10.044
- HOMO-LUMO gap (eV) = 10.48



No. 5
The following is a quantum chemistry calculation of 2 unconnected molecules or ions with the total composition C4H4O, from OMol25.

Cartesian coordinates (Å):
1 O 0.89613 -1.65213 1.09832
2 C -0.16788 -0.04855 -1.29094
3 C -1.08936 0.55386 -0.42137
4 C 0.27088 -0.83188 1.74098
5 C -0.36184 1.30580 -1.38542
6 H -0.85397 -0.75317 1.65752
7 H 0.79526 -0.07926 2.25486
8 H 0.09515 2.27099 -1.82347
9 H 0.41561 -0.76566 -1.83047

- structure (SMILES) = C1=CC=1.C=O
- maximum force (eV/Å) = 3.2
- DFT total energy (Eh) = -229.852561
- relative energy (zero: lowest compared OMol25 entry of this formula, charge and spin) (kJ/mol) = 460.5
- HOMO energy (eV) = -9.020
- HOMO-LUMO gap (eV) = 9.84



No. 6
The following is a quantum chemistry calculation of a single C4H4O2 molecule, from OMol25.

Cartesian coordinates (Å):
1 O -0.88149 1.87563 0.72247
2 O -0.71815 -1.21075 -1.99779
3 C 1.02048 -0.62189 -0.48785
4 C -0.05436 0.92418 1.22996
5 C -0.24904 -1.31168 -0.89017
6 C 0.78345 0.22613 0.48684
7 H 1.92975 -0.70394 -1.07963
8 H -0.12100 0.84590 2.30941
9 H -0.90688 1.76348 -0.24082
10 H -0.80277 -1.78706 -0.05243

- structure (SMILES) = O=CC=C=CO
- maximum force (eV/Å) = 0.6
- DFT total energy (Eh) = -305.202421
- relative energy (zero: lowest compared OMol25 entry of this formula, charge and spin) (kJ/mol) = 202.3
- HOMO energy (eV) = -9.344
- HOMO-LUMO gap (eV) = 9.84



No. 7
The following is a quantum chemistry calculation of 3 unconnected molecules or ions with the total composition C4H4O2, from OMol25.

Cartesian coordinates (Å):
1 O -3.28421 -0.57752 0.59545
2 O 2.50652 0.94041 -0.08205
3 C 0.25015 0.32392 0.49310
4 C 1.52573 0.53486 0.77188
5 C -1.05094 0.27970 0.41807
6 C -2.13894 -0.30109 0.54670
7 H 1.89243 0.17274 1.70649
8 H 3.40215 1.22430 0.32998
9 H -1.44585 -1.14077 -2.00918
10 H -1.65704 -1.45655 -2.77044

- maximum force (eV/Å) = 5.3
- DFT total energy (Eh) = -305.115467
- relative energy (zero: lowest compared OMol25 entry of this formula, charge and spin) (kJ/mol) = 430.6
- HOMO energy (eV) = -8.215
- HOMO-LUMO gap (eV) = 7.27



No. 8
The following is a quantum chemistry calculation of a molecular structure, C4H4O2, from OMol25.

Cartesian coordinates (Å):
1 O 2.16367 0.84746 0.14489
2 O 1.02855 -1.31627 0.33040
3 C -2.34835 -0.73210 -0.45823
4 C 0.85775 0.94055 0.02895
5 C -1.18121 -0.59666 -0.18943
6 C 0.21668 -0.39183 0.03779
7 H 2.01885 -0.59704 0.33456
8 H -3.38666 -0.86563 -0.68865
9 H 0.39605 1.72074 -0.58388
10 H 0.23468 0.99078 1.04361

- maximum force (eV/Å) = 1.7
- DFT total energy (Eh) = -305.144287
- relative energy (zero: lowest compared OMol25 entry of this formula, charge and spin) (kJ/mol) = 354.9
- HOMO energy (eV) = -9.355
- HOMO-LUMO gap (eV) = 8.83



Let's list E_LUMO in order: 0.49; 0.69; 0.82; 0.43; 0.82; 0.50; -0.95; -0.53 eV.